Entry from the OMol25 dataset: C43H47N9O10SZr as an isolated structure at a distorted geometry (ωB97M-V/def2-TZVPD).

Summary:
Energy relative to the best compared isomer or geometry (same formula, charge and spin) = 0.0000 eV
Max |F| = 1.9 eV/A
E_tot = -91359.4409 eV
Orbital gap = 7.39 eV
HOMO energy = -8.112 eV

ORCA input file:
```
! wB97M-V def2-TZVPD RIJCOSX def2/J DEFGRID3
* xyz 0 1
Zr -0.05 -0.28 0.66
C 1.18 -4.03 -3.52
O 1.18 -3.39 -2.27
C 0.41 -3.93 -1.28
C -0.23 -5.15 -1.36
C -1.00 -5.62 -0.30
C -1.08 -4.90 0.86
C -0.47 -3.65 0.97
C -0.34 -2.98 2.25
N -0.08 -1.73 2.30
N 0.51 -1.23 3.45
C 1.41 -0.35 3.11
O 1.59 0.03 1.89
C 2.36 0.11 4.15
C 2.01 0.18 5.50
C 2.96 0.55 6.44
C 4.26 0.84 6.05
C 4.61 0.78 4.71
C 3.67 0.43 3.77
C 0.24 -3.09 -0.13
O 0.78 -1.90 -0.12
H 1.77 -3.41 -4.18
H 0.17 -4.14 -3.91
H 1.65 -5.02 -3.46
H -0.17 -5.74 -2.26
H -1.50 -6.57 -0.40
H -1.63 -5.29 1.71
H -0.27 -3.60 3.15
H 1.00 -0.06 5.78
H 2.69 0.62 7.48
H 5.00 1.10 6.79
H 5.62 1.02 4.41
H 3.92 0.36 2.72
C 0.42 2.64 2.81
N -0.05 2.05 1.57
C -0.20 2.86 0.58
C -0.63 2.43 -0.69
C -0.91 3.17 -1.85
C -1.34 2.26 -2.79
C -1.32 1.01 -2.17
N -0.88 1.09 -0.91
C -0.38 2.25 4.03
C -0.03 2.81 5.25
C -0.74 2.50 6.40
C -1.80 1.61 6.33
C -2.15 1.04 5.12
C -1.44 1.36 3.97
H 0.43 3.74 2.74
H 1.46 2.32 2.98
H -0.02 3.94 0.70
H -0.82 4.24 -1.96
H -1.66 2.46 -3.80
H -1.62 0.07 -2.61
H 0.80 3.50 5.31
H -0.46 2.94 7.34
H -2.36 1.36 7.23
H -2.98 0.35 5.06
H -1.72 0.92 3.01
C -3.83 -3.28 2.38
C -4.53 -2.01 1.92
C -4.13 -1.55 0.51
C -5.03 -0.33 0.14
C -4.57 0.42 -1.11
C -4.48 -2.66 -0.47
O -5.53 -3.26 -0.44
N -3.55 -2.91 -1.44
C -2.32 -2.27 -1.60
O -1.68 -2.46 -2.61
N -1.90 -1.48 -0.59
C -2.67 -1.14 0.42
O -2.16 -0.40 1.30
H -4.26 -3.60 3.33
H -2.77 -3.12 2.52
H -3.98 -4.09 1.67
H -4.32 -1.20 2.62
H -5.61 -2.19 1.91
H -5.04 0.35 0.99
H -6.04 -0.72 -0.01
H -3.61 0.89 -0.93
H -5.30 1.19 -1.35
H -4.48 -0.24 -1.97
H -3.79 -3.61 -2.14
C 0.98 2.90 -7.70
C 1.24 2.67 -6.22
S 3.01 2.97 -5.94
O 3.33 4.30 -6.36
O 3.76 1.88 -6.52
C 3.20 2.87 -4.12
C 3.56 1.44 -3.74
N 3.15 1.17 -2.39
C 2.05 0.48 -2.01
N 1.82 0.62 -0.70
C 2.80 1.42 -0.23
C 3.64 1.78 -1.26
N 4.84 2.51 -1.18
O 5.46 2.73 -2.20
O 5.17 2.89 -0.07
C 1.27 -0.38 -2.92
H -0.07 2.73 -7.95
H 1.61 2.23 -8.28
H 1.25 3.93 -7.95
H 1.03 1.64 -5.93
H 0.69 3.37 -5.60
H 2.24 3.17 -3.69
H 3.98 3.58 -3.84
H 4.64 1.30 -3.84
H 3.06 0.75 -4.42
H 2.87 1.71 0.80
H 1.96 -1.01 -3.50
H 0.66 0.20 -3.60
H 0.63 -1.04 -2.33
*
```

Atomic partial charges in e from the Mulliken method, atoms 1 to 5: Zr -1.181; C -1.082; O -0.268; C -0.081; C -0.272